Entry 1:
A molecular structure, C38H42Br2F5KN5OSSi, computed with ωB97M-V/def2-TZVPD.

* E_LUMO: 1.920 eV
* total charge: -1
* energy relative to the best compared isomer or geometry (same formula, charge and spin): 29.7 kJ/mol
* E_HOMO: -0.14729 hartree
* multiplicity: 1

Last column: Löwdin charge in e.
Cartesian coordinates (Å):
K1 -0.005 0.117 0.419  0.701
C1 3.042 1.512 3.100  -0.076
C2 2.032 2.632 2.951  -0.247
N1 1.305 2.615 1.686  -0.188
C3 2.233 2.837 0.581  -0.245
C4 1.597 2.761 -0.794  -0.093
C5 0.238 3.606 1.715  -0.204
C6 -0.958 3.187 2.569  -0.248
N2 -1.527 1.976 2.031  -0.023
C7 -2.077 1.085 2.834  -0.226
C8 -2.502 -0.158 2.268  -0.183
F1 -2.357 -0.309 0.912  -0.085
C9 -3.031 -1.208 2.965  -0.246
F2 -3.364 -2.330 2.282  0.064
C10 -3.228 -1.154 4.339  0.020
C11 -2.878 0.047 4.930  -0.235
F3 -3.081 0.198 6.265  0.055
C12 -2.349 1.117 4.241  -0.135
F4 -2.132 2.258 4.963  0.036
H1 3.416 1.489 4.121  0.076
H2 3.902 1.621 2.441  0.069
H3 2.592 0.548 2.869  0.048
H4 2.532 3.615 3.076  0.118
H5 1.295 2.561 3.754  0.108
H6 3.008 2.075 0.645  0.091
H7 2.745 3.813 0.696  0.125
H8 0.956 1.889 -0.912  0.006
H9 2.380 2.673 -1.548  0.078
H10 0.998 3.640 -1.035  0.066
H11 -0.113 3.757 0.695  0.084
H12 0.626 4.584 2.068  0.124
H13 -1.676 4.027 2.532  0.114
H14 -0.656 3.113 3.616  0.090
H15 -3.617 -1.983 4.902  0.115
Br1 -4.358 -4.355 -4.610  0.731
C13 -3.206 -3.392 -3.457  -0.680
C14 -3.733 -2.521 -2.520  -0.093
C15 -2.838 -1.845 -1.703  -0.124
N3 -1.523 -1.980 -1.778  0.148
C16 -1.039 -2.819 -2.686  -0.208
C17 -1.840 -3.558 -3.554  -0.065
C18 0.444 -2.910 -2.753  -0.219
C19 1.091 -3.029 -3.980  -0.068
C20 2.474 -3.064 -3.964  -0.677
Br2 3.423 -3.196 -5.597  0.727
C21 3.155 -2.996 -2.763  -0.082
C22 2.399 -2.896 -1.601  -0.114
N4 1.077 -2.853 -1.588  0.161
H16 -4.794 -2.370 -2.420  0.101
H17 -3.205 -1.156 -0.960  0.081
H18 -1.412 -4.245 -4.268  0.106
H19 0.545 -3.051 -4.910  0.103
H20 4.233 -3.000 -2.720  0.108
H21 2.867 -2.807 -0.632  0.077
C23 3.003 -4.137 1.792  -0.176
Si1 2.305 -2.445 2.277  0.340
C24 2.938 -2.084 4.032  -0.180
C25 0.445 -2.600 2.418  -0.174
N5 2.601 -1.271 1.099  -0.089
C26 3.760 -0.829 0.625  -0.395
C27 5.051 -1.013 1.185  -0.053
C28 6.204 -0.519 0.602  -0.133
C29 6.168 0.193 -0.587  -0.140
C30 4.928 0.397 -1.191  -0.053
C31 3.800 -0.100 -0.597  -0.246
F5 2.598 0.112 -1.242  -0.007
H22 2.879 -4.868 2.589  0.017
H23 4.066 -4.066 1.567  0.019
H24 2.502 -4.522 0.904  0.012
H25 2.812 -2.971 4.655  0.018
H26 2.378 -1.277 4.498  0.014
H27 3.987 -1.806 4.059  0.008
H28 0.121 -3.421 3.050  0.032
H29 0.012 -2.757 1.430  0.020
H30 0.013 -1.693 2.843  0.016
H31 5.125 -1.561 2.113  0.083
H32 7.151 -0.700 1.094  0.089
H33 7.072 0.577 -1.041  0.081
H34 4.826 0.930 -2.125  0.108
C32 -2.569 3.210 -0.778  -0.217
S1 -2.774 1.657 -1.636  0.916
O1 -1.413 1.251 -2.118  -0.532
C33 -3.620 2.284 -3.087  -0.382
C34 -2.938 2.331 -4.292  -0.063
C35 -3.606 2.771 -5.427  -0.078
C36 -4.936 3.150 -5.353  -0.095
C37 -5.614 3.085 -4.144  -0.089
C38 -4.959 2.645 -3.006  -0.093
H35 -1.896 3.842 -1.355  0.070
H36 -2.171 2.943 0.204  0.012
H37 -3.546 3.674 -0.673  0.056
H38 -1.908 2.015 -4.314  0.105
H39 -3.083 2.813 -6.373  0.103
H40 -5.451 3.490 -6.242  0.099
H41 -6.656 3.371 -4.089  0.101
H42 -5.483 2.571 -2.063  0.109

Entry 2:
A molecular structure, C38H42Cl3N5OS2SiTeV in a non-equilibrium geometry, computed with ωB97M-V/def2-TZVPD.

* E_LUMO (alpha / beta): 3.940 / 3.933 eV
* total charge: -2
* energy relative to the best compared isomer or geometry (same formula, charge and spin): 256.6 kJ/mol
* E_HOMO (alpha / beta): -0.03549 / -0.05830 hartree
* multiplicity: 4

Last column: Mulliken spin population.
Cartesian coordinates (Å):
V1 0.413 1.016 1.096  2.003
C1 -2.906 1.300 0.111  0.041
N1 -1.853 0.674 -0.704  -0.027
C2 -2.209 -0.721 -1.035  0.040
C3 -2.215 -1.726 0.116  0.012
N2 -0.917 -2.316 0.398  0.001
C4 -0.413 -3.122 -0.688  -0.001
C5 -0.708 -2.822 1.689  0.011
C6 -0.404 -4.174 1.884  0.002
C7 -0.150 -4.699 3.145  -0.002
C8 -0.203 -3.870 4.254  0.003
C9 -0.491 -2.519 4.078  0.008
C10 -0.725 -1.954 2.817  -0.022
S1 -1.022 -0.216 2.738  -0.005
C11 -1.657 1.402 -1.955  0.235
C12 -2.747 1.716 -2.738  -0.148
C13 -2.621 2.485 -3.899  0.294
C14 -1.357 2.976 -4.259  -0.128
C15 -0.259 2.669 -3.502  0.254
C16 -0.321 1.811 -2.342  -0.077
S2 1.627 -0.204 -0.206  -0.094
H1 -3.913 1.069 -0.274  0.003
H2 -2.764 2.377 0.116  -0.019
H3 -2.836 0.951 1.138  0.004
H4 -1.522 -1.047 -1.812  -0.010
H5 -3.222 -0.732 -1.468  0.003
H6 -2.928 -2.526 -0.155  0.000
H7 -2.587 -1.245 1.016  -0.002
H8 -1.075 -3.974 -0.933  -0.001
H9 0.577 -3.497 -0.431  -0.003
H10 -0.290 -2.507 -1.577  0.014
H11 -0.370 -4.843 1.033  0.000
H12 0.090 -5.752 3.252  0.000
H13 -0.009 -4.262 5.246  0.000
H14 -0.510 -1.846 4.928  0.001
H15 -3.733 1.381 -2.435  0.003
H16 -3.496 2.711 -4.498  0.019
H17 -1.252 3.622 -5.125  -0.001
H18 0.712 3.078 -3.763  0.012
C17 7.126 -1.391 1.392  0.000
C18 6.908 0.002 1.930  -0.008
C19 5.999 0.870 1.338  0.009
C20 5.765 2.135 1.855  0.001
C21 6.420 2.552 3.007  -0.003
N3 6.199 3.829 3.579  -0.001
C22 5.088 4.618 3.825  0.000
O1 5.265 5.772 4.204  -0.001
N4 3.828 4.138 3.617  0.000
C23 3.315 2.820 3.496  -0.022
C24 3.666 1.811 4.374  0.039
C25 3.136 0.553 4.162  -0.035
C26 2.264 0.349 3.113  0.067
N5 1.862 1.347 2.310  -0.015
C27 2.401 2.553 2.491  0.083
C28 7.361 1.707 3.589  0.004
C29 7.602 0.451 3.054  -0.001
H19 6.689 -1.502 0.401  0.000
H20 6.662 -2.133 2.046  0.000
H21 8.191 -1.626 1.330  0.000
H22 5.448 0.558 0.456  0.002
H23 5.062 2.793 1.357  -0.001
H24 7.005 4.267 3.986  0.000
H25 3.155 4.883 3.536  0.000
H26 4.331 2.007 5.208  0.003
H27 3.400 -0.273 4.809  -0.001
H28 1.855 -0.626 2.896  0.025
H29 2.078 3.335 1.816  0.023
H30 7.893 2.034 4.478  0.000
H31 8.332 -0.198 3.528  0.000
C30 0.227 0.160 -9.486  0.000
C31 0.338 0.214 -7.981  0.006
C32 -0.568 -0.457 -7.164  -0.007
C33 -0.455 -0.438 -5.774  -0.031
C34 -1.492 -1.187 -4.964  0.013
C35 0.597 0.263 -5.149  0.097
Te1 1.064 -0.065 -2.972  0.420
C36 1.489 0.967 -5.975  -0.053
C37 2.621 1.811 -5.419  -0.003
C38 1.350 0.932 -7.366  -0.008
H32 -0.638 -0.432 -9.791  0.000
H33 1.118 -0.293 -9.930  0.000
H34 0.121 1.161 -9.914  0.000
H35 -1.382 -1.015 -7.623  0.000
H36 -2.287 -1.572 -5.610  -0.001
H37 -1.939 -0.533 -4.217  -0.001
H38 -1.036 -2.024 -4.431  0.004
H39 2.586 1.868 -4.335  -0.007
H40 2.569 2.826 -5.825  0.001
H41 3.592 1.393 -5.703  0.002
H42 2.060 1.485 -7.981  0.000
Cl1 -0.744 2.849 2.198  0.011
Si1 0.634 2.488 -0.762  -0.035
Cl2 -0.183 4.485 -0.806  -0.008
Cl3 2.577 3.025 -1.509  0.006